No. 1
{
  "formula": "C4H11N8O4Re",
  "method": "ωB97M-V/def2-TZVPD",
  "s_squared": 3.77,
  "e_tot_ev": -26533.285,
  "spin_multiplicity": 4,
  "charge": 3,
  "species": ["Re", "N", "N", "C", "N", "N", "N", "O", "O", "H", "H", "H", "H", "H", "O", "C", "N", "C", "N", "C", "N", "O", "H", "H", "H", "H", "H", "H"],
  "coordinates": [[-0.615192, -0.237269, 0.019869], [0.641062, 0.493370, 2.154052], [0.071060, 1.728192, 2.527177], [-0.805749, 2.372533, 1.735654], [-1.296778, 3.547606, 2.014125], [-1.112588, 1.675467, 0.592957], [-1.625277, 2.239298, -0.555337], [-1.472382, 1.423702, -1.472515], [-2.092321, 3.313600, -0.596000], [0.469002, -0.220243, 2.872712], [1.658494, 0.584085, 2.026525], [0.323985, 2.116666, 3.437139], [-1.085212, 4.044703, 2.873471], [-1.931455, 4.032780, 1.375637], [-3.993260, -2.033498, 1.723502], [-3.068236, -1.467932, 1.385598], [-2.075287, -0.828495, 1.068567], [2.530435, -0.765972, -2.649774], [2.049044, -2.089172, -2.409427], [1.003283, -2.402163, -1.632356], [0.615319, -3.659469, -1.491589], [0.387997, -1.462234, -0.998993], [2.452576, -0.511452, -3.717678], [3.596790, -0.691900, -2.409020], [1.964416, -0.034375, -2.067562], [2.529356, -2.844045, -2.894930], [1.109215, -4.427933, -1.928897], [-0.228300, -3.895850, -0.982905]],
  "forces_ev_per_angstrom": [[-2.0, 1.1, 0.8], [-0.1, -0.4, -0.6], [-0.1, 0.2, 0.5], [0.0, -0.1, -0.3], [-0.2, 0.2, 0.0], [0.5, -0.2, 0.3], [0.4, 0.6, 1.4], [0.3, -1.5, -0.9], [-0.3, 0.3, -0.5], [0.0, 0.3, -0.1], [-0.3, 0.2, 0.2], [0.0, -0.1, -0.2], [0.2, -0.1, 0.0], [0.2, -0.3, 0.2], [-0.2, -0.2, 0.1], [-0.9, -0.2, 0.2], [2.3, 0.4, -0.9], [0.8, 1.3, -0.7], [-1.4, -1.0, 1.0], [2.5, -1.5, -2.0], [-0.4, 0.2, 0.4], [-0.9, 0.9, 0.7], [-0.2, -0.1, 0.3], [-0.2, 0.0, 0.2], [0.2, -0.1, -0.2], [-0.2, 0.1, 0.1], [0.0, 0.1, -0.1], [0.2, 0.0, -0.1]]
}

No. 2
{
  "formula": "C4H11NO",
  "method": "ωB97M-V/def2-TZVPD",
  "s_squared": 0.75,
  "spin_multiplicity": 2,
  "charge": -1,
  "e_above_lowest_kcal_mol": 27.2,
  "species": ["N", "C", "C", "C", "C", "H", "H", "H", "H", "H", "H", "H", "H", "H", "H", "H", "O"],
  "coordinates": [[1.959690, -0.432610, 1.008450], [1.578490, -0.442145, -0.373935], [-2.381822, -0.543208, -0.328455], [-0.931465, -0.936161, -0.075492], [0.098264, -0.401086, -0.724606], [1.911625, 0.438466, 1.472831], [1.349531, -1.023969, 1.544807], [2.118131, -1.339711, -0.894778], [2.158169, 0.380826, -0.880310], [-3.033066, -1.394174, -0.076615], [-2.588214, 0.321110, 0.299228], [-2.649584, -0.334828, -1.341645], [-0.897824, -1.437961, 0.878355], [-0.212289, 0.333240, -1.458196], [1.062020, 2.335455, 0.971605], [0.190685, 1.994542, -0.428382], [0.267655, 2.482209, 0.407141]],
  "forces_ev_per_angstrom": [[0.3, -1.7, 0.3], [1.3, -0.7, -1.9], [0.4, -1.1, 0.3], [-0.9, 0.4, 0.0], [0.4, 0.4, 0.6], [-0.1, 1.6, 0.1], [-0.1, -0.4, 0.1], [-1.2, 1.0, 0.9], [-1.0, -0.3, 0.4], [0.0, 0.3, 0.3], [-0.3, 0.1, 0.1], [0.2, 0.5, -0.8], [0.7, -0.4, 0.1], [0.2, -0.1, -0.7], [-0.1, -0.4, -0.9], [0.9, -0.2, 0.3], [-0.9, 1.0, 0.7]]
}

- What is the formula in the first record?
  C4H11N8O4Re